Record 1
Computed, not measured: a molecular structure, C30H77N7NbO8P2, with ωB97M-V/def2-TZVPD.

Last column: Löwdin charge in e.
Geometry (Å):
C: 1.66 -4.96 -2.19  -0.061
C: 2.98 -5.14 -2.97  -0.277
O: 3.97 -4.27 -2.43  -0.163
C: 3.94 -2.97 -3.01  -0.188
C: 5.25 -2.71 -3.78  -0.190
O: 5.69 -1.37 -3.79  -0.141
C: 4.67 -0.47 -4.27  -0.179
C: 4.24 0.41 -3.10  -0.268
O: 3.29 1.33 -3.55  -0.263
C: 2.72 2.07 -2.47  -0.401
Nb: 1.06 0.93 -1.38  1.417
C: -0.49 -0.03 -0.03  -0.422
C: -1.21 -1.25 -0.62  -0.318
C: -2.20 -0.91 -1.78  -0.235
C: -3.68 -1.06 -1.41  -0.223
C: -4.32 -2.38 -1.90  -0.213
C: -5.81 -2.43 -1.46  -0.205
C: -6.75 -3.00 -2.55  -0.206
C: -7.43 -1.84 -3.33  -0.214
C: -6.39 -1.12 -4.20  -0.198
C: -6.99 -0.01 -5.09  -0.228
O: -6.21 0.25 -6.25  -0.198
C: -4.84 0.44 -5.94  -0.114
O: 0.65 -0.26 -3.05  -0.429
N: -0.13 0.34 -3.99  -0.200
O: 0.49 0.76 -4.91  -0.026
H: 1.80 -5.30 -1.16  0.053
H: 0.88 -5.52 -2.71  0.074
H: 1.41 -3.90 -2.21  0.074
H: 3.37 -6.15 -2.87  0.111
H: 2.83 -4.98 -4.05  0.114
H: 3.11 -2.89 -3.73  0.117
H: 3.74 -2.23 -2.23  0.111
H: 5.20 -3.13 -4.80  0.124
H: 6.03 -3.28 -3.26  0.122
H: 3.84 -0.97 -4.76  0.125
H: 5.15 0.19 -5.00  0.125
H: 5.15 0.96 -2.78  0.128
H: 3.90 -0.16 -2.23  0.054
H: 3.50 2.35 -1.74  0.029
H: 2.28 2.99 -2.88  0.037
H: 2.29 -0.30 -0.72  -0.111
H: 1.37 2.08 0.00  -0.098
H: -0.22 2.11 -1.98  -0.119
H: 0.06 -0.39 0.86  0.007
H: -1.17 0.75 0.34  0.023
H: -0.52 -2.05 -0.91  0.077
H: -1.82 -1.69 0.19  0.087
H: -1.91 -1.50 -2.66  0.096
H: -2.03 0.14 -2.04  0.071
H: -4.22 -0.26 -1.94  0.093
H: -3.89 -0.90 -0.34  0.114
H: -4.23 -2.48 -2.99  0.097
H: -3.75 -3.19 -1.44  0.111
H: -5.83 -3.01 -0.53  0.103
H: -6.12 -1.41 -1.23  0.099
H: -7.55 -3.57 -2.07  0.097
H: -6.21 -3.59 -3.31  0.105
H: -8.23 -2.29 -3.92  0.106
H: -7.86 -1.13 -2.61  0.112
H: -5.92 -1.85 -4.86  0.122
H: -5.66 -0.66 -3.53  0.089
H: -8.00 -0.28 -5.41  0.117
H: -7.05 0.93 -4.51  0.123
H: -4.29 -0.51 -5.88  0.086
H: -4.74 0.97 -4.98  0.091
H: -4.37 1.05 -6.71  0.087
O: 0.26 4.51 1.57  -0.292
P: -0.26 5.49 2.60  0.743
N: -1.54 6.18 1.67  -0.345
C: -1.26 6.82 0.39  -0.122
C: -2.64 5.24 1.52  -0.142
N: 1.15 6.46 2.73  -0.330
C: 1.27 7.81 2.23  -0.150
C: 2.42 5.76 2.58  -0.144
N: -0.88 6.25 4.10  -0.305
C: -1.06 5.27 5.18  -0.151
C: -1.94 7.23 4.15  -0.149
H: -2.20 7.19 -0.04  0.079
H: -0.79 6.14 -0.33  0.092
H: -0.63 7.70 0.51  0.051
H: -2.93 4.83 2.49  0.070
H: -2.38 4.41 0.86  0.086
H: -3.52 5.75 1.11  0.080
H: 1.44 7.83 1.14  0.080
H: 2.12 8.32 2.70  0.077
H: 0.39 8.42 2.46  0.068
H: 2.68 5.60 1.53  0.084
H: 2.39 4.79 3.07  0.072
H: 3.23 6.33 3.06  0.075
H: -1.94 4.63 5.01  0.073
H: -1.18 5.77 6.15  0.073
H: -0.18 4.62 5.26  0.077
H: -2.94 6.80 3.97  0.075
H: -1.79 8.03 3.43  0.067
H: -1.95 7.69 5.14  0.083
O: 1.61 -1.67 3.09  -0.281
P: 2.69 -2.57 3.66  0.746
N: 2.40 -3.96 2.68  -0.339
C: 1.09 -4.60 2.67  -0.121
C: 2.84 -3.74 1.31  -0.131
N: 2.08 -2.67 5.27  -0.329
C: 1.47 -3.84 5.85  -0.150
C: 1.43 -1.46 5.77  -0.151
N: 4.24 -3.25 4.24  -0.304
C: 5.36 -2.32 4.05  -0.148
C: 4.68 -4.61 3.99  -0.147
H: 1.10 -5.45 1.99  0.079
H: 0.28 -3.92 2.36  0.087
H: 0.83 -5.01 3.65  0.051
H: 3.87 -3.36 1.29  0.077
H: 2.20 -3.02 0.78  0.079
H: 2.85 -4.68 0.75  0.068
H: 0.43 -3.97 5.52  0.078
H: 1.47 -3.76 6.94  0.076
H: 2.03 -4.75 5.62  0.069
H: 0.39 -1.38 5.43  0.081
H: 1.96 -0.57 5.44  0.070
H: 1.44 -1.46 6.86  0.075
H: 5.65 -2.25 3.00  0.076
H: 6.23 -2.63 4.63  0.073
H: 5.08 -1.32 4.40  0.077
H: 5.02 -4.77 2.95  0.078
H: 3.91 -5.34 4.22  0.066
H: 5.53 -4.83 4.65  0.083

As for the charge: -1. The LUMO energy is 1.923 eV. The calculation puts the HOMO-LUMO gap at 6.01 eV.

Record 2
Computed, not measured: a molecular structure, C30H78Br4Cl4N6O6, with ωB97M-V/def2-TZVPD.

Last column: Löwdin charge in e.
Geometry (Å):
Br: 29.38 1.75 -2.78  0.639
C: 28.42 0.07 -2.46  -0.723
C: 29.31 -1.01 -1.94  -0.645
Br: 28.28 -2.52 -1.16  0.705
H: 27.89 -0.24 -3.36  -0.025
H: 27.69 0.36 -1.70  0.041
H: 29.91 -0.51 -1.18  0.043
H: 29.91 -1.41 -2.75  0.052
Br: 25.31 -0.31 -4.07  0.513
C: 24.75 -1.52 -5.59  -0.663
C: 25.85 -2.55 -5.84  -0.703
Br: 25.24 -4.02 -7.08  0.470
H: 24.72 -0.95 -6.52  0.022
H: 23.81 -2.04 -5.35  0.003
H: 25.93 -3.09 -4.89  -0.001
H: 26.79 -2.07 -6.13  0.027
C: 30.76 0.91 -7.93  -0.043
C: 29.63 0.09 -7.24  -0.440
C: 29.90 -1.42 -7.05  -0.147
O: 29.10 -1.99 -5.96  -0.222
C: 29.51 -3.35 -5.84  -0.111
N: 29.49 0.66 -5.95  0.007
H: 30.32 1.80 -8.37  0.066
H: 31.15 0.34 -8.77  0.073
H: 31.51 1.17 -7.18  0.074
H: 28.70 0.26 -7.79  0.066
H: 30.90 -1.40 -6.63  0.120
H: 29.86 -2.01 -7.96  0.126
H: 29.47 -3.92 -6.77  0.059
H: 28.78 -3.81 -5.18  0.093
H: 30.53 -3.54 -5.49  0.087
H: 29.40 -0.15 -5.34  0.047
H: 30.31 1.16 -5.64  0.048
C: 20.73 -2.80 -5.08  -0.064
C: 20.46 -4.13 -5.71  -0.447
C: 19.53 -5.01 -4.96  -0.258
O: 19.57 -6.25 -5.58  -0.185
C: 18.26 -6.85 -5.84  -0.071
N: 19.91 -3.89 -7.06  0.057
H: 21.70 -2.38 -5.33  0.060
H: 20.78 -2.94 -4.00  0.053
H: 19.94 -2.07 -5.25  0.077
H: 21.40 -4.63 -5.91  0.143
H: 18.57 -4.52 -4.83  0.133
H: 19.88 -5.14 -3.93  0.119
H: 17.74 -6.15 -6.50  0.077
H: 17.63 -7.01 -4.97  0.078
H: 18.34 -7.80 -6.36  0.083
H: 19.09 -3.32 -6.96  0.061
H: 19.59 -4.84 -7.23  0.047
C: 27.15 -7.13 -7.02  -0.080
C: 28.59 -7.57 -7.49  -0.438
C: 28.37 -8.36 -8.89  -0.142
O: 29.61 -9.02 -9.27  -0.242
C: 29.82 -10.32 -8.65  -0.088
N: 29.54 -6.55 -7.52  0.036
H: 26.36 -7.84 -7.23  0.007
H: 26.92 -6.26 -7.65  0.002
H: 27.13 -6.85 -5.97  0.072
H: 29.02 -8.26 -6.77  0.117
H: 28.13 -7.67 -9.70  0.120
H: 27.60 -9.11 -8.71  0.100
H: 30.64 -10.72 -9.25  0.083
H: 28.93 -10.92 -8.80  0.079
H: 30.05 -10.12 -7.60  0.078
H: 30.34 -6.90 -8.04  0.073
H: 29.28 -5.81 -8.15  0.072
C: 25.11 -2.42 -0.80  -0.145
C: 24.44 -3.43 -1.60  -0.498
C: 23.17 -2.96 -2.27  -0.173
O: 22.36 -2.02 -1.50  -0.216
C: 21.21 -2.65 -0.86  -0.084
N: 25.31 -4.06 -2.55  0.067
H: 24.53 -2.11 0.07  0.087
H: 25.48 -1.60 -1.42  0.027
H: 26.00 -2.81 -0.31  -0.022
H: 24.20 -4.22 -0.89  0.132
H: 22.61 -3.76 -2.76  0.115
H: 23.35 -2.35 -3.16  0.087
H: 20.54 -1.80 -0.70  0.068
H: 21.56 -2.95 0.13  0.078
H: 20.74 -3.53 -1.30  0.083
H: 26.03 -4.49 -1.99  0.057
H: 24.72 -4.83 -2.82  0.079
C: 26.34 3.23 -4.99  -0.096
C: 26.16 2.78 -6.41  -0.431
C: 25.46 3.71 -7.39  -0.216
O: 25.33 3.10 -8.68  -0.222
C: 24.22 3.68 -9.37  -0.106
N: 27.56 2.76 -6.90  0.053
H: 25.31 3.20 -4.65  0.068
H: 26.69 4.26 -4.89  0.080
H: 26.96 2.48 -4.51  0.027
H: 25.57 1.86 -6.39  0.114
H: 25.97 4.66 -7.50  0.123
H: 24.48 4.04 -7.04  0.114
H: 24.33 3.42 -10.43  0.080
H: 24.27 4.77 -9.33  0.081
H: 23.27 3.30 -9.00  0.088
H: 28.02 1.94 -6.52  0.014
H: 27.61 2.61 -7.89  0.002
C: 21.53 0.83 -4.53  -0.014
C: 20.51 0.97 -3.29  -0.357
C: 19.19 1.73 -3.43  -0.195
O: 19.26 3.02 -4.07  -0.195
C: 19.28 4.12 -3.15  -0.122
N: 20.23 -0.39 -2.80  0.028
H: 21.55 1.72 -5.16  0.064
H: 21.45 -0.10 -5.10  0.049
H: 22.56 0.81 -4.18  0.016
H: 21.01 1.37 -2.41  0.124
H: 18.59 1.81 -2.53  0.114
H: 18.50 1.28 -4.14  0.122
H: 18.36 4.19 -2.58  0.075
H: 19.35 5.02 -3.76  0.080
H: 20.10 4.19 -2.44  0.083
H: 21.06 -0.74 -2.36  0.035
H: 19.48 -0.38 -2.12  0.059
C: 24.00 -7.18 -9.31  -1.131
Cl: 22.36 -6.90 -9.77  0.519
Cl: 23.99 -8.47 -8.20  0.555
H: 24.57 -7.41 -10.20  0.032
H: 24.33 -6.23 -8.89  -0.031
C: 26.21 -0.13 -9.86  -0.923
Cl: 27.59 1.04 -10.06  0.516
Cl: 26.51 -1.62 -10.81  0.471
H: 25.99 -0.40 -8.83  0.027
H: 25.36 0.41 -10.28  0.017

As for the charge: -1. The LUMO energy (spin up / spin down) is 2.278 / 2.255 eV. For the energy above the lowest of the compared OMol25 structures with the same formula, charge and spin, the calculation gives 0.00 kJ/mol. The calculation puts the HOMO-LUMO gap (spin up / spin down) at 2.60 / 8.25 eV. As for the multiplicity: 2.

| no. | F_max (eV/A) |
| --- | --- |
| 1 | 6.088 |
| 2 | 4.829 |